DFT (ωB97M-V/def2-TZVPD) results for an isolated ion of composition C5H8N and charge +1.

CARTESIAN COORDINATES (ANGSTROEM)
C 2.3762 0.3378 0.1283
C -1.9611 1.0234 -0.0716
C 1.2486 0.0151 -0.4903
C -0.9033 -1.3039 -0.1352
C 0.1115 -0.3268 0.4090
N -1.2873 0.0046 0.1213
H 3.3447 0.5432 -0.3084
H 2.2784 0.1852 1.2193
H -1.3832 1.9799 0.0191
H -2.9913 1.2017 -0.1845
H 0.9762 0.1037 -1.4559
H -0.9579 -1.4065 -1.2347
H -1.2986 -2.0492 0.5609
H 0.4471 -0.3082 1.4227

As for the structure (SMILES): C=C[C@@H]1C[N+]1=C. For the strongest force on any atom, the calculation gives 0.075 Eh/bohr. The charge is +1. The LUMO energy is -0.1879 Eh. As for the spin multiplicity: 1.



DFT (ωB97M-V/def2-TZVPD) results for C36H38F3InN6O as an isolated structure.

CARTESIAN COORDINATES (ANGSTROEM)
In -0.0723 0.0279 0.2482
O -3.2723 2.0339 -1.2801
C -2.1524 1.6056 -1.0760
N -1.7774 0.3124 -0.9342
C -2.8056 -0.7083 -0.8994
C -2.6580 -1.6143 0.3098
C -3.7134 -2.4036 0.7436
C -3.5411 -3.2238 1.8432
C -2.3109 -3.2460 2.4923
C -1.3062 -2.4413 2.0109
N -1.4743 -1.6420 0.9431
C -0.9895 2.5890 -0.9794
C -1.1748 3.8964 -1.3854
C -0.1127 4.7825 -1.2928
C 1.1026 4.3365 -0.7906
C 1.2119 3.0193 -0.3941
N 0.1876 2.1622 -0.4853
H -2.7374 -1.3426 -1.7896
H -3.7976 -0.2570 -0.9105
H -4.6593 -2.3622 0.2191
H -4.3573 -3.8390 2.1992
H -2.1393 -3.8750 3.3543
H -0.3267 -2.4283 2.4733
H -2.1442 4.1863 -1.7648
H -0.2288 5.8107 -1.6110
H 1.9537 4.9980 -0.7064
H 2.1417 2.6271 0.0012
C 6.5566 -2.3087 2.0327
C 5.6074 -1.6481 3.0325
C 6.2351 -0.3331 3.5293
C 5.3919 -2.5999 4.2205
C 4.2612 -1.3162 2.4121
C 3.2294 -0.7870 3.1938
C 2.0306 -0.4619 2.6106
N 1.7874 -0.6363 1.2997
C 2.7466 -1.1830 0.5302
C 3.9818 -1.5105 1.0618
C 2.3992 -1.4313 -0.9011
C 3.2254 -2.1020 -1.7748
C 2.8380 -2.3172 -3.1030
C 1.5935 -1.8230 -3.4815
C 0.8089 -1.1624 -2.5567
N 1.1993 -0.9759 -1.2955
C 3.7676 -3.0556 -4.0523
C 3.1524 -3.2168 -5.4429
C 5.0747 -2.2534 -4.1723
C 4.0648 -4.4483 -3.4733
H 7.4970 -2.5355 2.5343
H 6.7904 -1.6503 1.1922
H 6.1549 -3.2509 1.6504
H 7.1924 -0.5479 4.0061
H 5.6013 0.1685 4.2630
H 6.4162 0.3542 2.7000
H 6.3596 -2.8731 4.6418
H 4.8899 -3.5174 3.9058
H 4.8061 -2.1398 5.0178
H 3.3558 -0.6249 4.2556
H 1.2165 -0.0653 3.2019
H 4.7407 -1.9323 0.4222
H 4.1819 -2.4762 -1.4402
H 1.2228 -1.9449 -4.4882
H -0.1609 -0.7559 -2.8191
H 2.9574 -2.2519 -5.9163
H 2.2241 -3.7919 -5.4124
H 3.8510 -3.7571 -6.0812
H 4.8867 -1.2466 -4.5513
H 5.7441 -2.7578 -4.8701
H 5.5942 -2.1711 -3.2151
H 3.1476 -5.0272 -3.3457
H 4.5768 -4.3953 -2.5103
H 4.7140 -4.9918 -4.1607
F -2.1948 4.9926 5.1012
C -2.7471 3.7784 5.0770
F -2.5649 3.2152 6.2760
F -4.0554 3.9109 4.8685
C -2.1046 2.9174 4.0083
C -0.7413 3.0140 3.7753
C -0.1816 2.1894 2.8237
N -0.8937 1.2930 2.1238
C -2.2128 1.2233 2.3469
C -2.8579 2.0162 3.2787
H -0.1319 3.7264 4.3150
H 0.8738 2.2625 2.5926
H -2.7794 0.5213 1.7492
H -3.9272 1.9374 3.4184

For the strongest force on any atom, the calculation gives 0.004 Eh/bohr. The charge is +2. The LUMO energy is -0.2173 Eh. As for the spin multiplicity: 1.



DFT (ωB97M-V/def2-TZVPD) results for a 2-piece molecular cluster, C5H13NO overall.

CARTESIAN COORDINATES (ANGSTROEM)
C -0.8820 -0.5001 1.7091
N 0.7611 -0.3775 -0.7800
C -0.6649 -0.1372 -0.7275
C -1.4171 -0.5852 0.2977
C -2.9172 -0.7382 0.1050
C -1.1529 0.2399 -2.0960
H -1.3894 -1.1927 2.3850
H 0.1650 -0.8195 1.7765
H -0.9409 0.5363 2.0363
H 1.0634 -0.8865 0.0283
H 0.9801 -0.6834 -1.7098
H -3.0821 -1.7555 -0.2480
H -3.4208 -0.6583 1.0699
H -3.3963 0.0569 -0.4553
H -0.6610 -0.3302 -2.8910
H -0.9375 1.2954 -2.2833
H -2.2238 0.1014 -2.2417
H 5.3400 2.2759 1.8814
H 4.6424 1.0249 1.4357
O 5.1474 1.7692 1.0848

As for the structure (SMILES): CC(C)=C(C)N.O. For the strongest force on any atom, the calculation gives 0.053 Eh/bohr. The LUMO energy is 0.0289 Eh. As for the spin multiplicity: 1.



DFT (ωB97M-V/def2-TZVPD) results for C24H25I2InO10S3 as an isolated structure.

CARTESIAN COORDINATES (ANGSTROEM)
In 1.4808 0.9688 -1.8207
I 2.9926 3.3744 -2.9626
C 1.6936 4.9807 -2.4659
I -0.2704 4.4190 -1.9200
H 1.6157 5.5927 -3.3555
H 2.1391 5.5233 -1.6423
O 0.5583 2.1667 -4.9046
S -0.4397 1.2518 -4.4211
O -1.8150 1.5702 -4.6727
O -0.2618 0.9763 -2.9401
C -0.1418 -0.3365 -5.2154
C -1.0375 -0.6194 -6.2377
C -0.9155 -1.7683 -7.0051
C 0.1143 -2.6544 -6.7570
C 1.0147 -2.3894 -5.7366
C 0.8982 -1.2438 -4.9607
S 2.1052 -1.1343 -3.6449
O 3.1513 -2.0544 -3.9563
O 1.3837 -1.3459 -2.3762
O 2.5518 0.3007 -3.5930
H -1.8418 0.0777 -6.4208
H -1.6295 -1.9607 -7.7950
H 0.2251 -3.5530 -7.3489
H 1.8272 -3.0702 -5.5300
C -3.1095 -1.7639 5.0059
C -2.4876 -1.1513 3.7836
C -2.1145 -1.9502 2.7081
C -1.5402 -1.4201 1.5636
C -1.1592 -2.3437 0.4418
C -1.3604 -0.0224 1.5013
C -0.6654 0.6031 0.3956
O 0.1306 0.0017 -0.3208
C -1.7565 0.8091 2.5659
C -1.5467 2.3022 2.5372
C -2.3014 0.2239 3.6970
H -2.6822 -2.7441 5.2170
H -4.1826 -1.8995 4.8556
H -2.9755 -1.1291 5.8809
H -2.2659 -3.0222 2.7684
H -1.5211 -3.3492 0.6511
H -0.0797 -2.3801 0.2992
H -1.5733 -2.0106 -0.5109
H -0.7793 1.6863 0.2718
H -2.1365 2.7788 1.7506
H -0.5002 2.5617 2.3686
H -1.8516 2.7385 3.4867
H -2.5842 0.8524 4.5339
C -0.0784 -1.1946 5.0991
C 0.7474 -0.5627 4.0138
C 1.0682 0.7946 4.0705
C 1.7964 1.3972 3.0611
C 2.1944 0.6345 1.9682
C 1.9229 -0.7217 1.9067
C 1.2067 -1.3119 2.9382
S 2.8696 1.4688 0.5726
O 3.9764 2.2761 0.9687
O 1.7116 2.2419 0.0051
O 3.1329 0.4214 -0.4654
H 0.4962 -1.2829 6.0232
H -0.4092 -2.1919 4.8108
H -0.9615 -0.5910 5.3163
H 0.7289 1.3878 4.9116
H 2.0271 2.4543 3.0977
H 2.2420 -1.2945 1.0467
H 0.9726 -2.3685 2.8856

For the strongest force on any atom, the calculation gives 0.014 Eh/bohr. The LUMO energy is -0.0298 Eh. As for the spin multiplicity: 1.



DFT (ωB97M-V/def2-TZVPD) results for one molecule with the formula C19H24N4O4.

CARTESIAN COORDINATES (ANGSTROEM)
C 3.2137 2.7641 -0.9028
C 4.1604 1.8297 -1.6520
O 4.3050 0.5607 -1.0540
C 3.1868 -0.2892 -1.1796
C 3.6079 -1.6774 -0.7037
H 3.9531 -1.5981 0.3290
H 4.4493 -2.0137 -1.3096
C 2.4751 -2.6955 -0.8019
N 1.3550 -2.3293 0.0361
C 0.1358 -2.0433 -0.4547
O -0.1867 -2.1841 -1.6148
C -0.8314 -1.4753 0.5926
N -2.1737 -1.6153 0.0942
C -3.2343 -1.7924 0.8973
O -3.1805 -1.8113 2.1133
C -4.5184 -1.9667 0.1463
N -4.4827 -1.9115 -1.1836
C -5.6262 -2.0710 -1.8264
C -6.8183 -2.2887 -1.1442
N -6.8604 -2.3431 0.1783
C -5.7180 -2.1824 0.8243
H -5.7429 -2.2244 1.9038
H -7.7586 -2.4227 -1.6607
H -5.5797 -2.0233 -2.9058
H -2.2900 -1.6834 -0.9104
C -0.4456 -0.0252 0.8010
C -0.7099 0.9124 -0.1936
C -0.3545 2.2316 -0.0227
C 0.2852 2.6496 1.1474
C 0.5611 1.7130 2.1368
C 0.1931 0.3894 1.9576
H 0.3960 -0.3215 2.7458
H 1.0518 1.9989 3.0535
O 0.5941 3.9717 1.2127
C 1.2398 4.4575 2.3643
H 0.6272 4.3138 3.2600
H 1.3828 5.5232 2.1939
H 2.2150 3.9817 2.5097
H -0.5630 2.9686 -0.7821
H -1.1965 0.6005 -1.1049
H -0.7592 -2.0193 1.5414
H 1.5555 -2.1247 1.0028
H 2.0920 -2.7529 -1.8231
H 2.8420 -3.6836 -0.5045
H 2.3438 0.0795 -0.5760
H 2.8585 -0.3326 -2.2295
H 3.8245 1.7165 -2.6941
H 5.1708 2.2477 -1.6532
H 3.5039 2.8204 0.1435
H 3.2640 3.7590 -1.3358
H 2.1869 2.4126 -0.9618

As for the structure (SMILES): CCOCCCNC(=O)[C@H](NC(=O)c1cnccn1)c1ccc(OC)cc1. For the strongest force on any atom, the calculation gives 0.013 Eh/bohr. The LUMO energy is 0.0055 Eh. As for the spin multiplicity: 1.



DFT (ωB97M-V/def2-TZVPD) results for a 7-piece molecular cluster, C8H30N8O9 overall.

CARTESIAN COORDINATES (ANGSTROEM)
C -23.5477 2.8487 -18.6318
C -22.4127 3.7340 -18.8519
O -22.9220 5.0793 -19.1534
O -24.3550 2.5968 -19.7350
H -24.3400 3.2906 -18.0276
H -23.1191 2.0386 -18.0418
H -21.7777 3.3939 -19.6700
H -21.6668 3.7870 -18.0589
H -23.2747 4.9514 -20.0371
H -23.8542 1.9694 -20.2614
C -26.8186 -1.6771 -20.2705
C -25.4923 -0.8879 -20.2438
O -24.3481 -1.7548 -20.4158
O -27.1020 -2.2517 -18.9742
H -26.7328 -2.5274 -20.9471
H -27.6393 -1.0884 -20.6804
H -25.5140 -0.2434 -19.3650
H -25.5663 -0.1386 -21.0319
H -24.5944 -2.5127 -19.8806
H -27.9015 -1.9391 -18.5444
C -28.2812 2.0602 -22.8792
O -28.3004 1.1610 -22.1130
N -29.0380 3.0629 -22.6941
N -27.4824 2.1881 -23.8749
H -29.7627 2.8095 -22.0379
H -29.1081 3.8621 -23.3077
H -26.9927 1.3886 -24.2504
H -27.4461 3.0616 -24.3807
C -28.0409 1.6289 -18.5530
O -28.9840 0.8945 -18.7301
N -27.2077 2.0114 -19.4453
N -27.5552 1.9106 -17.3724
H -27.4050 1.4883 -20.2865
H -26.2694 2.3656 -19.3259
H -26.6380 2.3118 -17.2393
H -28.0907 1.5541 -16.5938
C -28.6549 0.9518 -13.5785
O -28.8070 1.2661 -14.8005
N -27.7950 1.6015 -12.8513
N -29.1084 -0.1251 -12.9610
H -27.3351 2.4049 -13.2553
H -27.3078 1.1311 -12.1020
H -29.7106 -0.8082 -13.3979
H -29.2457 -0.0825 -11.9613
C -24.7006 -0.4771 -14.6948
O -24.6778 0.1529 -13.6706
N -25.6733 -0.4288 -15.5467
N -23.7596 -1.2524 -15.1936
H -26.6026 -0.1724 -15.2454
H -25.5492 -0.9447 -16.4060
H -23.0125 -1.4982 -14.5599
H -23.7709 -1.6079 -16.1389
O -29.1559 -1.1908 -17.1346
H -29.2270 -0.7488 -16.2885
H -29.1813 -0.4826 -17.7781

As for the structure (SMILES): NC(N)=O.NC(N)=O.NC(N)=O.NC(N)=O.OCCO.OCCO.O. For the strongest force on any atom, the calculation gives 0.123 Eh/bohr. The LUMO energy is 0.0146 Eh. As for the spin multiplicity: 1.



Question: Among the records above, which one has the highest LUMO energy?
Answer: C5H13NO